C8H12N3O | wB97M-V/def2-TZVPD

Atoms and positions in Å:
C 3.55 -0.86 0.28
C 2.99 0.22 -1.55
C 2.42 -0.46 -0.47
C 1.02 -0.40 -0.06
C -2.08 -1.23 0.11
C -1.43 0.57 1.77
C -2.45 1.26 -0.49
C -1.80 0.26 0.38
N 4.66 -0.50 -0.29
N 4.31 0.14 -1.50
N 0.10 0.21 -0.70
O 0.03 0.72 -1.85
H 3.78 -1.18 1.29
H 2.38 0.42 -2.51
H 0.86 -0.65 0.98
H -1.28 -1.92 0.58
H -2.96 -1.62 0.62
H -2.29 -1.44 -0.97
H -1.14 1.66 2.03
H -0.46 0.08 2.10
H -2.17 0.36 2.66
H -3.38 0.94 -0.91
H -2.69 2.13 -0.05
H -1.96 1.28 -1.45

Output
- HOMO energy (spin up / spin down): -1.579 / -4.209 eV
- Total energy: -551.32776 Eh
- Spin multiplicity: 3
- Frontier orbital gap (spin up / spin down): 5.1 / 6.2 eV
- Total charge: -1

C6H14N2 | wB97M-V/def2-TZVPD

Atoms and positions in Å:
C -0.73 -1.82 0.09
C -0.84 -0.67 -0.62
C -2.19 -0.11 -0.98
N 0.25 0.14 -0.89
C 1.37 -0.40 -1.65
N 0.77 0.84 0.51
C 1.53 0.15 1.54
C -0.16 1.81 1.07
H 0.23 -2.27 0.29
H -1.61 -2.39 0.35
H -2.65 0.41 -0.14
H -2.11 0.61 -1.80
H -2.88 -0.89 -1.33
H 1.87 -1.23 -1.13
H 1.02 -0.75 -2.63
H 2.11 0.39 -1.82
H 2.21 -0.59 1.11
H 2.14 0.87 2.09
H 0.89 -0.35 2.28
H -0.79 2.25 0.30
H 0.40 2.63 1.54
H -0.82 1.37 1.83

Output
- HOMO energy: -8.037 eV
- Total energy: -346.40386 Eh
- Structure (SMILES): C=C(C)N(C)N(C)C
- Frontier orbital gap: 9.0 eV
- ΔE to the lowest compared entry with this formula, charge and spin: 77.4 kcal/mol

C31H49BrO2P2Tm | wB97M-V/def2-TZVPD

Atoms and positions in Å:
Tm -0.45 -0.42 -0.69
C -2.39 1.80 -0.02
C -3.02 0.92 -0.94
C -2.42 -0.31 0.94
C -2.08 1.06 1.16
C -2.98 -0.40 -0.40
C -2.24 3.26 -0.18
H -2.06 3.53 -1.23
H -1.38 3.62 0.40
H -3.13 3.83 0.15
C -1.89 1.67 2.48
H -1.50 2.68 2.43
H -1.20 1.10 3.10
H -2.86 1.69 3.00
C -2.36 -1.39 1.94
H -3.26 -1.43 2.58
H -1.50 -1.28 2.62
H -2.24 -2.39 1.49
C -3.43 -1.64 -1.07
H -4.42 -1.48 -1.53
H -3.48 -2.49 -0.38
H -2.74 -1.92 -1.88
C -3.80 1.37 -2.11
H -4.83 1.67 -1.87
H -3.91 0.59 -2.87
H -3.36 2.26 -2.58
C 1.46 0.45 -1.68
C 0.42 1.37 -1.84
C -0.15 1.75 -3.19
C -1.04 0.68 -3.86
C -1.08 -0.68 -3.21
C 0.05 -1.46 -3.02
C 1.36 -1.09 -3.71
C 2.24 -0.16 -2.82
H 0.65 2.06 -3.89
H -0.77 0.56 -4.94
H -0.70 2.70 -3.07
H 2.74 0.64 -3.39
H 2.02 0.49 -0.72
H 0.34 2.18 -1.07
H 3.10 -0.71 -2.40
H 1.95 -1.98 -4.01
H -0.08 -2.54 -2.79
H 1.16 -0.56 -4.66
H -2.08 1.06 -3.92
H -2.04 -1.20 -3.38
P 2.10 2.94 0.09
C 1.76 3.62 1.73
H 2.38 4.52 1.90
H 1.98 2.83 2.48
H 0.68 3.86 1.84
C 3.72 2.10 0.24
H 4.45 2.87 0.55
H 3.97 1.68 -0.75
H 3.69 1.27 0.97
C 2.46 4.34 -1.01
H 2.69 3.92 -2.00
H 3.32 4.90 -0.60
H 1.57 4.97 -1.10
P 0.99 -3.06 -0.75
C -0.11 -4.50 -1.11
H 0.49 -5.30 -1.58
H -0.94 -4.22 -1.76
H -0.53 -4.86 -0.16
C 2.57 -3.50 -1.58
H 2.49 -3.54 -2.67
H 2.88 -4.48 -1.19
H 3.33 -2.76 -1.30
C 1.58 -3.55 0.91
H 2.40 -4.29 0.85
H 0.73 -3.97 1.46
H 1.96 -2.62 1.38
Br 1.10 2.05 4.56
C 0.48 0.26 4.63
C -0.05 -0.29 5.82
C -0.25 -1.66 5.96
C 0.01 -2.49 4.87
C 0.48 -1.97 3.67
C 0.68 -0.59 3.51
C 1.36 -0.10 2.27
O 2.57 0.10 2.33
O 0.66 0.02 1.13
H -0.24 0.35 6.69
H -0.60 -2.11 6.91
H -0.14 -3.56 4.96
H 0.74 -2.65 2.88

Output
- HOMO energy (spin up / spin down): -9.755 / -9.762 eV
- Total energy: -5702.74673 Eh
- Spin multiplicity: 3
- Frontier orbital gap (spin up / spin down): 5.4 / 5.5 eV
- Total charge: +1

C23H25AuN4O2 | wB97M-V/def2-TZVPD

Atoms and positions in Å:
Au -1.39 -0.02 0.13
O -0.65 -1.45 1.56
C -1.30 -2.14 2.39
C -0.58 -2.66 3.53
C -1.22 -3.35 4.51
C -2.61 -3.56 4.42
C -3.34 -3.11 3.31
C -2.73 -2.43 2.28
C -3.48 -2.09 1.07
N -3.21 -1.16 0.16
C -4.15 -1.25 -0.83
C -5.01 -2.25 -0.52
N -4.58 -2.76 0.67
H 0.48 -2.45 3.57
H -0.68 -3.71 5.37
H -3.13 -4.09 5.21
H -4.40 -3.30 3.28
H -4.13 -0.60 -1.69
H -5.87 -2.63 -1.04
H -4.99 -3.56 1.14
C -4.38 2.05 -0.04
C -3.14 2.43 -0.77
N -1.97 1.79 -0.82
C -1.10 2.60 -1.54
C -1.75 3.71 -1.94
N -3.02 3.59 -1.44
H -4.21 1.14 0.54
H -5.21 1.89 -0.73
H -4.66 2.84 0.65
H -0.07 2.33 -1.70
H -1.42 4.56 -2.50
H -3.76 4.27 -1.55
C 7.14 1.00 -1.30
C 5.66 0.86 -1.22
C 5.01 0.78 0.01
C 3.64 0.63 0.11
C 3.01 0.56 1.48
C 2.88 0.55 -1.09
C 1.47 0.40 -1.09
O 0.74 0.30 -0.08
C 3.53 0.63 -2.36
C 2.78 0.54 -3.67
C 4.90 0.78 -2.39
H 7.58 1.22 -0.32
H 7.42 1.79 -1.99
H 7.59 0.08 -1.67
H 5.59 0.85 0.92
H 3.78 0.65 2.24
H 2.48 -0.37 1.62
H 2.29 1.36 1.62
H 0.99 0.35 -2.08
H 2.24 -0.40 -3.77
H 3.48 0.61 -4.50
H 2.07 1.36 -3.78
H 5.40 0.83 -3.35

Output
- HOMO energy (spin up / spin down): -13.850 / -13.851 eV
- Total energy: -1396.09982 Eh
- Spin multiplicity: 3
- Frontier orbital gap (spin up / spin down): 8.4 / 5.4 eV
- Total charge: +2
- ΔE to the lowest compared entry with this formula, charge and spin: 6.8 kcal/mol

C12H35B2NO2Rb3 | wB97M-V/def2-TZVPD

Atoms and positions in Å:
Rb -10.14 18.88 12.57
Rb -4.60 20.52 14.56
Rb -8.29 20.30 17.51
B -7.89 20.40 14.73
H -7.12 19.70 15.01
H -8.79 19.81 14.76
H -7.93 21.27 15.38
H -7.77 20.69 13.70
B -10.04 16.33 14.46
H -11.11 16.24 14.34
H -9.67 16.29 13.44
H -9.81 17.22 15.03
H -9.52 15.50 14.91
C -8.44 28.42 16.70
C -8.04 27.34 17.73
C -8.97 27.48 18.99
C -10.37 27.01 18.78
C -10.25 25.50 18.44
C -9.49 25.28 17.07
N -8.24 26.01 17.16
O -7.37 25.72 16.14
C -9.15 23.81 17.10
C -10.35 25.70 15.88
C -6.61 27.58 18.27
H -9.46 28.41 16.34
H -7.87 28.46 15.77
H -8.25 29.40 17.15
H -8.48 27.03 19.85
H -9.07 28.55 19.20
H -10.92 27.63 18.07
H -10.84 27.24 19.74
H -11.29 25.20 18.30
H -9.79 25.09 19.34
H -8.89 23.55 16.07
H -8.41 23.55 17.86
H -10.11 23.37 17.38
H -11.02 24.97 15.42
H -11.04 26.52 16.07
H -9.79 25.97 14.99
H -6.26 26.64 18.68
H -6.56 28.33 19.06
H -5.88 27.92 17.54
H -6.80 25.09 16.60
C -8.47 23.88 12.61
C -8.84 22.98 11.53
C -7.52 22.31 11.00
O -9.50 21.86 12.11
H -8.04 24.71 12.05
H -7.75 23.50 13.33
H -9.34 24.14 13.22
H -9.47 23.47 10.78
H -7.71 21.69 10.12
H -7.02 21.62 11.68
H -6.83 23.09 10.66
H -8.84 21.34 12.58

Output
- HOMO energy (spin up / spin down): -11.277 / -11.277 eV
- Total energy: -804.59206 Eh
- Spin multiplicity: 2
- Frontier orbital gap (spin up / spin down): 5.0 / 2.1 eV
- Total charge: +2

C6H13NO3 | wB97M-V/def2-TZVPD

Atoms and positions in Å:
C -2.53 -2.29 2.54
C -2.07 -1.70 1.24
O -2.30 -0.31 1.02
C -0.95 -0.76 1.10
C -0.11 -0.24 2.24
C 0.36 1.19 1.97
N 1.10 1.79 3.07
H -2.32 -1.64 3.39
H -3.61 -2.48 2.50
H -2.03 -3.26 2.70
H -2.29 -2.31 0.36
H -0.44 -0.75 0.13
H -0.68 -0.27 3.18
H 0.77 -0.90 2.35
H 0.97 1.19 1.06
H -0.50 1.83 1.75
H 0.49 2.18 3.79
H 1.97 1.10 3.49
O 3.53 3.05 1.12
C 2.90 3.09 2.16
O 3.37 2.32 3.43
H 2.32 4.00 2.45
H 2.52 2.39 4.01

Output
- HOMO energy: -9.627 eV
- Total energy: -516.76827 Eh
- Structure (SMILES): C[C@H]1O[C@H]1CCN.O=CO
- Frontier orbital gap: 10.3 eV
- ΔE to the lowest compared entry with this formula, charge and spin: 107.2 kcal/mol

C26H22N2O6 | wB97M-V/def2-TZVPD

Atoms and positions in Å:
C 2.79 -5.74 -2.67
C 2.43 -4.42 -2.10
C 2.26 -3.99 -0.81
C 1.93 -2.62 -0.96
N 1.65 -1.70 0.02
C 1.71 -1.92 1.36
O 2.00 -2.94 1.97
C 1.35 -0.64 2.01
O 1.30 -0.60 3.34
C 1.10 0.29 1.07
C 0.67 1.69 1.20
O 0.00 2.25 0.35
C 1.09 2.39 2.42
C 0.59 3.54 2.95
C 1.35 3.81 4.11
C 1.35 4.81 5.09
C 2.28 4.73 6.10
C 3.22 3.68 6.15
C 3.24 2.69 5.20
C 2.30 2.76 4.18
O 2.13 1.91 3.15
C 1.19 -0.36 -0.29
C -0.16 -0.41 -0.98
C -0.36 0.21 -2.20
C -1.59 0.17 -2.82
C -2.66 -0.49 -2.22
O -3.91 -0.61 -2.73
C -4.28 0.08 -3.92
C -5.56 -0.59 -4.42
C -4.50 1.56 -3.64
C -2.45 -1.12 -0.99
C -1.22 -1.08 -0.38
N 1.91 -2.27 -2.23
O 2.23 -3.39 -2.94
H 2.96 -6.45 -1.87
H 1.98 -6.10 -3.30
H 3.68 -5.65 -3.28
H 2.35 -4.53 0.10
H 1.54 -1.48 3.66
H -0.23 4.11 2.55
H 0.63 5.61 5.05
H 2.31 5.48 6.87
H 3.93 3.66 6.96
H 3.95 1.88 5.23
H 1.90 0.14 -0.95
H 0.46 0.72 -2.68
H -1.71 0.67 -3.77
H -3.49 -0.05 -4.68
H -5.89 -0.11 -5.34
H -6.33 -0.50 -3.66
H -5.38 -1.64 -4.61
H -4.75 2.08 -4.56
H -3.61 2.01 -3.22
H -5.31 1.68 -2.93
H -3.28 -1.64 -0.54
H -1.09 -1.56 0.58

Output
- HOMO energy: -8.150 eV
- Total energy: -1564.90424 Eh
- Structure (SMILES): Cc1cc(N2C(=O)C(O)=C(C(=O)c3cc4ccccc4o3)[C@@H]2c2ccc(OC(C)C)cc2)no1
- Frontier orbital gap: 7.6 eV
- ΔE to the lowest compared entry with this formula, charge and spin: 17.9 kcal/mol

C4H4Br2Cl2F2 | wB97M-V/def2-TZVPD

Atoms and positions in Å:
C -0.93 0.53 -0.31
C -1.34 -0.70 0.56
C 0.41 1.00 0.20
C 1.86 -0.46 -0.46
F 1.31 -1.09 -1.53
F 2.76 0.33 -1.02
Cl 0.60 1.10 1.92
Cl 0.74 2.52 -0.46
Br -3.09 -1.27 0.04
Br 2.29 -1.64 0.82
H -1.63 1.36 -0.29
H -1.05 0.35 -1.38
H -0.61 -1.48 0.33
H -1.33 -0.55 1.58

Output
- HOMO energy: -9.738 eV
- Total energy: -6422.88218 Eh
- Frontier orbital gap: 9.8 eV
- ΔE to the lowest compared entry with this formula, charge and spin: 18.5 kcal/mol

Which value of total energy does entry 6 give?
-516.76827 Eh

Repeat the second record exactly.
C6H14N2 | wB97M-V/def2-TZVPD

Atoms and positions in Å:
C -0.73 -1.82 0.09
C -0.84 -0.67 -0.62
C -2.19 -0.11 -0.98
N 0.25 0.14 -0.89
C 1.37 -0.40 -1.65
N 0.77 0.84 0.51
C 1.53 0.15 1.54
C -0.16 1.81 1.07
H 0.23 -2.27 0.29
H -1.61 -2.39 0.35
H -2.65 0.41 -0.14
H -2.11 0.61 -1.80
H -2.88 -0.89 -1.33
H 1.87 -1.23 -1.13
H 1.02 -0.75 -2.63
H 2.11 0.39 -1.82
H 2.21 -0.59 1.11
H 2.14 0.87 2.09
H 0.89 -0.35 2.28
H -0.79 2.25 0.30
H 0.40 2.63 1.54
H -0.82 1.37 1.83

Output
- HOMO energy: -8.037 eV
- Total energy: -346.40386 Eh
- Structure (SMILES): C=C(C)N(C)N(C)C
- Frontier orbital gap: 9.0 eV
- ΔE to the lowest compared entry with this formula, charge and spin: 77.4 kcal/mol

Number 6 is which compound?
C6H13NO3

Which value of total energy does entry 7 give?
-1564.90424 Eh